C21H26N2O5S | ωB97M-V/def2-TZVPD

total energy	-1699.71776	Ha
structure (SMILES)	COc1ccc(S(=O)(=O)N2CCC(C(=O)NCc3cccc(OC)c3)CC2)cc1
HOMO	-0.31549	Ha
lowest unoccupied orbital energy	0.025	hartree
net charge	0
energy above the lowest of the compared OMol25 structures with the same formula, charge and spin	277.82	kJ/mol

Last columns: bonded neighbours and bond lengths (Å).
Geometry (Å):
1 C 5.108 -7.309 -0.586  O2 1.410, H30 1.089, H31 1.094, H32 1.094
2 O 3.734 -7.219 -0.285  C1 1.410, C3 1.354
3 C 3.044 -6.126 -0.690  O2 1.354, C4 1.401, C29 1.394
4 C 1.678 -6.123 -0.383  C3 1.401, C5 1.377, H33 1.078
5 C 0.883 -5.061 -0.753  C4 1.377, C6 1.385, H34 1.078
6 C 1.445 -3.992 -1.429  C5 1.385, S7 1.785, C28 1.379
7 S 0.392 -2.632 -1.906  C6 1.785, O8 1.437, O9 1.434, N10 1.682
8 O 1.185 -1.656 -2.602  S7 1.437
9 O -0.774 -3.145 -2.566  S7 1.434
10 N -0.102 -2.106 -0.387  S7 1.682, C11 1.447, C27 1.446
11 C 0.915 -1.374 0.340  N10 1.447, C12 1.528, H35 1.097, H36 1.092
12 C 0.981 0.100 -0.055  C11 1.528, C13 1.528, H37 1.091, H38 1.090
13 C -0.399 0.743 0.080  C12 1.528, C14 1.528, C26 1.533, H39 1.099
14 C -0.350 2.213 -0.337  C13 1.528, O15 1.211, N16 1.353
15 O 0.611 2.734 -0.857  C14 1.211
16 N -1.500 2.879 -0.083  C14 1.353, C17 1.450, H40 1.007
17 C -1.660 4.297 -0.343  N16 1.450, C18 1.506, H41 1.094, H42 1.093
18 C -1.724 5.069 0.950  C17 1.506, C19 1.392, C25 1.382
19 C -0.573 5.220 1.718  C18 1.392, C20 1.380, H43 1.079
20 C -0.636 5.889 2.923  C19 1.380, C21 1.387, H44 1.080
21 C -1.833 6.414 3.386  C20 1.387, C22 1.389, H45 1.078
22 C -2.988 6.263 2.627  C21 1.389, O23 1.363, C25 1.396
23 O -4.221 6.726 2.975  C22 1.363, C24 1.407
24 C -4.358 7.428 4.187  O23 1.407, H46 1.089, H47 1.095, H48 1.095
25 C -2.921 5.583 1.410  C18 1.382, C22 1.396, H49 1.079
26 C -1.389 -0.039 -0.791  C13 1.533, C27 1.529, H50 1.092, H51 1.092
27 C -1.414 -1.500 -0.339  N10 1.446, C26 1.529, H52 1.096, H53 1.090
28 C 2.789 -3.978 -1.738  C6 1.379, C29 1.385, H54 1.079
29 C 3.597 -5.042 -1.371  C3 1.394, C28 1.385, H55 1.078
30 H 5.433 -8.266 -0.184  C1 1.089
31 H 5.676 -6.504 -0.110  C1 1.094
32 H 5.283 -7.291 -1.666  C1 1.094
33 H 1.273 -6.974 0.143  C4 1.078
34 H -0.172 -5.043 -0.536  C5 1.078
35 H 0.691 -1.473 1.409  C11 1.097
36 H 1.867 -1.868 0.138  C11 1.092
37 H 1.704 0.622 0.574  C12 1.091
38 H 1.309 0.180 -1.092  C12 1.090
39 H -0.726 0.694 1.127  C13 1.099
40 H -2.237 2.426 0.433  N16 1.007
41 H -2.567 4.458 -0.933  C17 1.094
42 H -0.786 4.597 -0.927  C17 1.093
43 H 0.361 4.813 1.360  C19 1.079
44 H 0.256 6.012 3.519  C20 1.080
45 H -1.851 6.934 4.330  C21 1.078
46 H -5.410 7.702 4.251  C24 1.089
47 H -3.747 8.336 4.197  C24 1.095
48 H -4.095 6.803 5.046  C24 1.095
49 H -3.829 5.480 0.836  C25 1.079
50 H -1.060 -0.001 -1.831  C26 1.092
51 H -2.395 0.380 -0.727  C26 1.092
52 H -1.782 -1.576 0.691  C27 1.096
53 H -2.052 -2.095 -0.993  C27 1.090
54 H 3.191 -3.131 -2.271  C28 1.079
55 H 4.645 -5.018 -1.622  C29 1.078


C21H26N2O6 | ωB97M-V/def2-TZVPD

total energy	-1376.81043	Ha
structure (SMILES)	O=C(O)c1ccc(COc2ccc3c(c2)CCC3)o1.CNC(=O)[C@H](C)NC(C)=O
HOMO	-0.30325	Ha
lowest unoccupied orbital energy	0.015	hartree
net charge	0
energy above the lowest of the compared OMol25 structures with the same formula, charge and spin	83.95	kJ/mol

Last columns: bonded neighbours and bond lengths (Å).
Geometry (Å):
1 O -3.980 -3.544 2.528  C2 1.222
2 C -2.924 -3.083 2.122  O1 1.222, O3 1.355, C4 1.478
3 O -1.768 -3.791 2.123  C2 1.355, H20 0.970
4 C -2.905 -1.704 1.590  C2 1.478, C5 1.374, O19 1.380
5 C -3.951 -0.816 1.656  C4 1.374, C6 1.438, H21 1.087
6 C -3.505 0.395 1.021  C5 1.438, C7 1.369, H22 1.086
7 C -2.217 0.161 0.622  C6 1.369, C8 1.498, O19 1.374
8 C -1.342 1.152 -0.082  C7 1.498, O9 1.434, H23 1.093, H24 1.094
9 O -0.476 1.764 0.884  C8 1.434, C10 1.371
10 C 0.238 2.864 0.485  O9 1.371, C11 1.411, C15 1.398
11 C 0.515 3.200 -0.857  C10 1.411, C12 1.401, H25 1.084
12 C 1.250 4.352 -1.165  C11 1.401, C13 1.396, H26 1.086
13 C 1.710 5.168 -0.130  C12 1.396, C14 1.383, C18 1.495
14 C 1.449 4.841 1.189  C13 1.383, C15 1.395, C16 1.493
15 C 0.721 3.693 1.502  C10 1.398, C14 1.395, H27 1.084
16 C 2.034 5.850 2.121  C14 1.493, C17 1.535, H28 1.094, H29 1.094
17 C 3.014 6.614 1.219  C16 1.535, C18 1.536, H30 1.095, H31 1.094
18 C 2.506 6.431 -0.219  C13 1.495, C17 1.536, H32 1.094, H33 1.094
19 O -1.830 -1.113 0.959  C4 1.380, C7 1.374
20 H -1.999 -4.662 2.481  O3 0.970
21 H -4.923 -1.009 2.105  C5 1.087
22 H -4.065 1.316 0.893  C6 1.086
23 H -0.760 0.639 -0.852  C8 1.093
24 H -1.966 1.909 -0.568  C8 1.094
25 H 0.178 2.571 -1.673  C11 1.084
26 H 1.465 4.608 -2.198  C12 1.086
27 H 0.521 3.436 2.536  C15 1.084
28 H 1.250 6.511 2.501  C16 1.094
29 H 2.546 5.381 2.967  C16 1.094
30 H 4.011 6.172 1.309  C17 1.095
31 H 3.080 7.671 1.496  C17 1.094
32 H 1.863 7.264 -0.518  C18 1.094
33 H 3.334 6.346 -0.930  C18 1.094
34 C 0.489 -4.233 -4.302  N35 1.464, H44 1.091, H45 1.092, H46 1.091
35 N 0.149 -2.943 -3.701  C34 1.464, C36 1.338, H47 1.009
36 C -0.056 -2.677 -2.406  N35 1.338, O37 1.228, C38 1.544
37 O -0.361 -1.536 -2.072  C36 1.228
38 C 0.051 -3.801 -1.352  C36 1.544, C39 1.535, N40 1.463, H48 1.090
39 C -1.276 -4.555 -1.194  C38 1.535, H49 1.089, H50 1.091, H51 1.091
40 N 0.441 -3.260 -0.051  C38 1.463, C41 1.330, H52 1.010
41 C 1.253 -3.863 0.813  N40 1.330, C42 1.511, O43 1.225
42 C 1.597 -3.096 2.069  C41 1.511, H53 1.088, H54 1.089, H55 1.088
43 O 1.736 -4.972 0.620  C41 1.225
44 H -0.315 -4.951 -4.133  C34 1.091
45 H 1.416 -4.621 -3.874  C34 1.092
46 H 0.627 -4.113 -5.378  C34 1.091
47 H 0.051 -2.148 -4.314  N35 1.009
48 H 0.814 -4.508 -1.676  C38 1.090
49 H -1.576 -4.995 -2.145  C39 1.089
50 H -2.053 -3.866 -0.860  C39 1.091
51 H -1.162 -5.351 -0.458  C39 1.091
52 H 0.058 -2.359 0.200  N40 1.010
53 H 0.682 -2.788 2.570  C42 1.088
54 H 2.180 -3.737 2.727  C42 1.089
55 H 2.180 -2.217 1.799  C42 1.088